i | 9
Properties=species:S:1:pos:R:3 method="wB97M-V/def2-TZVPD" total_charge=+1 orbital_gap_ha=0.2791 smiles="O=C/[NH+]=C/N=O"
H 0.462 1.351 -0.215
O 1.499 -1.905 1.059
N -1.407 1.077 -0.773
N -0.109 -0.610 0.114
C -0.423 0.665 -0.234
H -0.873 -1.220 0.231
H 1.997 0.048 0.497
O -2.331 1.483 -1.298
C 1.185 -0.889 0.619

---

ii | 9
Properties=species:S:1:pos:R:3 method="wB97M-V/def2-TZVPD" total_charge=+1 orbital_gap_ha=0.2577 smiles="O=C/[NH+]=C/N=O"
N -0.627 -2.072 -0.922
H 0.539 1.321 -0.098
O -0.980 -3.110 -1.361
O 0.165 1.461 1.982
H -0.794 -0.713 1.582
C -0.221 -0.979 -0.526
H 0.491 -0.363 -1.036
C 0.176 0.875 0.966
N -0.245 -0.365 0.693

---

Order of stability, best first: i, ii

---

i | 13
Properties=species:S:1:pos:R:3 method="wB97M-V/def2-TZVPD" total_charge=-1 orbital_gap_ha=0.2401
C -0.211 1.250 2.146
H 0.569 -2.109 -3.187
S -0.091 -0.415 -1.554
C 0.269 -2.114 -2.134
H -0.616 -2.749 -2.053
H 0.874 1.989 0.496
H -0.570 1.481 3.147
C 0.517 2.179 1.499
N -0.561 0.018 1.682
H 0.698 3.105 2.027
H 1.099 -2.546 -1.571
H -0.377 -0.262 0.702
H -1.152 -0.560 2.251

---

ii | 13
Properties=species:S:1:pos:R:3 method="wB97M-V/def2-TZVPD" total_charge=-1 orbital_gap_ha=0.2298
H -0.226 0.772 -3.086
H -1.962 0.200 -2.928
H 1.664 -1.126 -0.573
H -0.268 -1.871 2.174
H 1.055 0.386 0.281
S -1.103 1.253 -0.857
H -0.756 -0.724 -2.216
C -0.987 0.314 -2.460
H 0.911 -1.573 3.424
C 0.498 -1.173 2.498
H -0.081 -0.246 2.616
N 1.550 -1.210 1.497
C 1.325 -0.667 0.363

---

iii | 13
Properties=species:S:1:pos:R:3 method="wB97M-V/def2-TZVPD" total_charge=-1 orbital_gap_ha=0.2427 smiles=C[C@H](N)C[S-]
H -0.147 -1.637 -0.415
H 1.428 1.593 0.695
H -0.503 -1.554 1.313
H -1.791 -1.243 0.195
C -0.303 0.396 0.237
H 0.100 0.713 -1.713
H 1.479 -0.044 1.334
H -1.475 0.437 -1.448
S 2.282 -0.013 -0.910
C 1.194 0.546 0.454
H -0.883 0.957 0.989
C -0.713 -1.083 0.345
N -0.667 0.931 -1.075

---

Order of stability, best first: iii, i, ii

---

i | 10
Properties=species:S:1:pos:R:3 method="wB97M-V/def2-TZVPD" orbital_gap_ha=0.3946 smiles=NCCCl
Cl 2.138 -0.590 -0.073
N -1.132 -0.954 0.277
C -0.458 0.317 -0.315
H 1.292 1.578 -0.041
H -1.833 -1.010 -0.597
H -0.201 0.255 -1.389
C 0.965 0.589 0.352
H 0.835 0.582 1.455
H -1.219 1.031 -0.049
H -0.387 -1.798 0.380

---

ii | 10
Properties=species:S:1:pos:R:3 method="wB97M-V/def2-TZVPD" orbital_gap_ha=0.3613
H 1.007 -1.831 0.891
H 2.074 1.034 1.379
Cl -1.389 -0.253 0.014
H -0.570 1.700 0.763
C 1.358 0.577 0.147
H 2.678 -0.964 -0.520
H -0.110 1.473 -1.177
H 2.185 0.969 -0.774
N 1.236 -1.033 -0.147
C -0.075 0.947 -0.109

---

Order of stability, best first: i, ii

---

i | 38
Properties=species:S:1:pos:R:3 method="wB97M-V/def2-TZVPD" total_charge=-1 orbital_gap_ha=0.2489
S -4.816 0.421 -0.540
O 0.010 2.798 -5.832
H -2.780 1.638 -1.206
H 0.305 3.541 -3.371
Lu 0.079 0.636 -0.265
N 2.708 -3.281 4.561
H 1.199 -2.031 -0.818
C 2.224 -0.942 1.991
C 0.107 1.618 -2.386
H -0.369 0.158 -5.922
C 0.142 2.479 -3.491
C -3.358 -2.742 2.257
C 2.951 -1.135 3.155
Br -0.822 2.716 1.147
H -0.106 2.291 -6.640
H -0.397 -2.379 -0.177
C -5.298 -1.764 1.186
N -0.096 0.293 -2.591
H -1.439 -1.887 1.798
C 3.862 -0.154 3.644
H -0.418 -1.288 -3.891
H -2.952 -3.466 2.950
H -6.367 -1.719 1.033
C -3.138 0.791 -0.636
C 0.477 -1.728 -0.048
C -2.504 -1.875 1.613
C -0.261 -0.219 -3.815
S 2.425 0.503 1.075
C 2.817 -2.321 3.931
C -0.029 1.954 -4.759
H -5.389 -3.389 2.558
N -2.338 0.020 0.022
C -3.054 -0.946 0.727
C -4.743 -2.693 2.038
N 4.623 0.599 4.069
C -4.436 -0.881 0.535
C -0.234 0.583 -4.933
S 1.138 -2.223 1.541

---

ii | 38
Properties=species:S:1:pos:R:3 method="wB97M-V/def2-TZVPD" total_charge=-1 orbital_gap_ha=0.2572
C -0.261 1.950 -2.116
Lu -1.514 -0.549 0.042
C 1.804 3.461 -3.153
C 0.806 1.200 5.105
S 0.221 1.290 1.112
H 1.236 0.479 -1.613
N -1.397 1.308 -1.625
H -3.176 -0.794 2.450
H -3.437 1.680 -1.531
N 3.291 2.207 2.941
C -2.585 0.055 2.088
H 2.626 4.044 -3.547
C 0.730 -3.080 1.275
C -0.573 -2.585 -0.634
H 1.282 -6.462 -0.319
C 2.248 1.833 3.259
H 1.636 -5.017 1.394
C 1.020 -4.342 0.812
H -3.285 0.876 1.906
H 0.332 4.940 -3.651
C -0.037 1.051 2.798
C 0.525 3.970 -3.213
O 0.743 -5.964 -0.943
C 0.977 1.356 3.697
N 0.672 1.076 6.244
C -2.454 2.025 -1.825
H 3.074 1.834 -2.539
H -0.714 -4.177 -2.094
S -2.206 3.536 -2.607
C 0.497 -4.724 -0.428
C 1.037 1.441 -2.068
N -0.021 -2.240 0.558
Br -3.935 -0.975 -1.045
S -1.528 0.469 3.463
C 2.059 2.204 -2.585
H 1.112 -2.721 2.224
C -0.295 -3.852 -1.150
C -0.510 3.197 -2.686

---

Order of stability, best first: ii, i

---

i | 36
Properties=species:S:1:pos:R:3 method="wB97M-V/def2-TZVPD" spin_multiplicity=3 orbital_gap_ha="0.2110 / 0.2717"
C -0.108 -4.112 0.158
C -0.510 -3.926 1.480
C 1.065 2.591 -1.278
H -0.097 -4.989 -0.469
N 2.110 -1.639 -1.613
H 3.511 -2.882 -2.569
C 3.333 -1.925 -2.094
N 2.121 -0.327 -1.098
C -1.845 -0.677 -3.630
C -1.082 -1.819 -3.416
H 0.488 2.694 -2.208
H -0.433 -2.007 2.676
B 0.822 -2.506 -1.731
H -2.584 -0.522 -4.391
H -1.514 0.354 0.777
H 0.395 -1.023 0.476
C 3.397 0.133 -1.234
H 3.650 1.133 -0.915
H -1.054 -2.772 -3.923
H -0.343 1.390 1.698
H -1.268 2.098 0.294
H -0.925 -4.668 2.133
H 1.017 -3.463 -2.425
H 0.698 3.272 -0.492
C -0.805 1.194 0.714
H -1.806 1.249 -2.453
C -0.279 -2.581 1.774
H 2.146 2.686 -1.448
N 0.326 -2.937 -0.329
Pd 0.725 0.763 -0.514
N -0.255 -1.584 -2.377
C 4.172 -0.838 -1.873
N 0.243 -2.024 0.675
H 5.208 -0.751 -2.145
C -1.449 0.246 -2.649
N -0.479 -0.306 -1.901

---

ii | 36
Properties=species:S:1:pos:R:3 method="wB97M-V/def2-TZVPD" spin_multiplicity=3 orbital_gap_ha="0.1972 / 0.2641"
H -3.586 -0.876 -4.330
H 1.406 0.295 1.397
H -1.723 -0.426 0.431
B 0.765 0.686 -3.197
H 0.629 4.703 -0.637
H -2.299 -2.345 -0.013
C -2.695 -0.660 -3.775
H -0.537 -2.412 0.366
C 0.104 2.604 -0.129
H -3.136 -1.389 -1.694
C -1.535 -0.060 -4.251
H -1.659 -1.923 1.649
C -2.489 -0.928 -2.427
H 3.287 -0.554 -3.984
H 1.128 1.100 -4.255
H 0.742 -1.323 1.872
H 4.190 -2.478 -2.225
H 1.273 3.562 -3.068
H 2.321 -2.516 -0.228
C -1.484 -1.882 0.560
C 0.505 -0.316 1.507
C 2.866 -0.916 -3.057
N 0.142 1.475 -0.852
C 0.556 3.673 -0.923
H -1.267 0.310 -5.226
H -0.229 2.608 0.900
C 3.303 -1.881 -2.151
H -0.245 0.185 2.133
N 1.704 -0.403 -2.601
Pd -0.408 -0.515 -0.335
N 1.374 -1.026 -1.403
C 0.886 3.122 -2.160
C 2.342 -1.911 -1.122
N 0.642 1.796 -2.110
N -0.655 0.034 -3.244
N -1.245 -0.492 -2.091

---

Order of stability, best first: i, ii

---

i | 22
Properties=species:S:1:pos:R:3 method="wB97M-V/def2-TZVPD" orbital_gap_ha=0.2736
S -0.036 0.666 0.130
H 3.223 1.827 -2.931
H 2.439 3.132 -1.016
C -1.565 -1.497 0.215
N -1.294 -0.375 -0.272
H 1.616 1.662 -3.613
C 2.394 2.121 -0.588
H 3.418 1.674 -0.398
H -3.118 -2.014 -0.967
H -2.014 0.184 3.378
H 2.537 0.362 -3.389
S -0.495 -1.909 2.676
C -0.715 -2.202 1.117
H 1.648 2.048 0.219
H -2.114 -1.360 4.406
C -2.027 -1.002 3.363
H -3.054 -2.731 0.636
C 2.324 1.308 -2.927
H -3.040 -1.417 2.934
N 1.814 1.209 -1.585
N -2.724 -2.102 -0.063
C 0.782 0.415 -1.325

---

ii | 22
Properties=species:S:1:pos:R:3 method="wB97M-V/def2-TZVPD" orbital_gap_ha=0.3142
S -0.937 -2.735 -0.023
C -0.211 -1.189 0.288
S -1.163 1.563 0.646
H -4.462 -0.769 -0.201
H 1.428 -3.052 0.566
H 1.215 1.229 0.190
H 3.093 -2.128 0.291
H 2.707 0.258 0.546
H -1.730 3.070 -1.182
C 1.935 -2.196 0.052
H -0.590 1.653 -1.549
H 1.350 0.406 1.799
H -0.078 3.181 -0.972
C -1.309 -0.175 0.235
C 1.568 0.342 0.738
N -3.741 -0.209 0.189
C -2.522 -0.923 0.175
N 1.121 -1.015 0.470
N -2.504 -2.211 -0.118
H -3.963 0.589 0.733
H 1.935 -2.245 -1.049
C -0.890 2.515 -0.924

---

Order of stability, best first: ii, i